{"formula": "C33H50BF5NO16", "method": "wB97M-V/def2-TZVPD", "total_charge": -1, "symbols": ["C", "O", "C", "B", "C", "C", "C", "C", "C", "C", "C", "C", "C", "C", "C", "C", "N", "C", "C", "C", "C", "H", "H", "H", "H", "H", "H", "H", "H", "H", "H", "H", "H", "H", "H", "H", "H", "H", "H", "H", "H", "H", "H", "H", "H", "H", "H", "H", "H", "H", "H", "H", "H", "H", "H", "H", "C", "C", "O", "C", "O", "O", "F", "H", "H", "H", "C", "C", "O", "C", "O", "O", "F", "H", "H", "H", "C", "C", "O", "C", "O", "O", "F", "H", "H", "H", "C", "C", "O", "C", "O", "O", "F", "H", "H", "H", "C", "C", "O", "C", "O", "O", "F", "H", "H", "H"], "coordinates": [[5.96, -3.36, -0.22], [5.03, -3.91, -1.24], [4.37, -2.79, -1.93], [2.73, -3.03, -1.81], [1.94, -1.58, -1.82], [0.98, -1.34, -3.14], [0.36, 0.21, -2.99], [-1.07, 0.24, -2.20], [-1.00, 1.04, -0.73], [-2.40, 0.70, 0.04], [-2.27, 0.41, 1.65], [-1.01, -0.51, 2.11], [-0.66, -1.79, 1.15], [-1.32, -3.23, 1.69], [-2.76, -3.47, 0.96], [-3.02, -5.04, 0.48], [-3.59, -4.93, -0.95], [-5.08, -5.14, -1.14], [-5.23, -4.89, -2.77], [-3.77, -4.54, -3.44], [-2.73, -4.60, -2.16], [6.64, -2.50, -0.67], [5.40, -2.90, 0.72], [6.60, -4.26, 0.18], [4.66, -1.75, -1.47], [4.64, -2.80, -3.08], [2.50, -3.58, -0.79], [2.31, -3.66, -2.72], [1.23, -1.58, -0.88], [2.68, -0.68, -1.68], [1.64, -1.46, -4.11], [0.12, -2.16, -3.08], [1.13, 0.94, -2.49], [0.12, 0.53, -4.12], [-1.92, 0.69, -2.89], [-1.38, -0.87, -1.98], [-0.96, 2.21, -0.98], [-0.02, 0.79, -0.14], [-3.14, 1.61, -0.18], [-2.85, -0.28, -0.45], [-2.12, 1.48, 2.16], [-3.33, 0.04, 2.02], [-1.25, -0.88, 3.22], [-0.06, 0.17, 2.21], [0.52, -1.95, 1.23], [-0.89, -1.65, 0.02], [-1.47, -3.25, 2.86], [-0.52, -4.06, 1.37], [-2.77, -2.76, 0.00], [-3.68, -3.18, 1.63], [-2.05, -5.70, 0.54], [-3.80, -5.53, 1.23], [-5.93, -5.40, -0.38], [-6.22, -4.91, -3.41], [-3.45, -4.28, -4.54], [-1.58, -4.42, -2.10], [-4.49, 3.62, 4.26], [-4.25, 5.03, 3.85], [-3.72, 4.91, 2.54], [-4.27, 3.76, 2.05], [-4.27, 3.46, 0.87], [-4.82, 2.99, 3.04], [-3.31, 5.61, 4.63], [-3.60, 3.15, 4.68], [-5.31, 3.53, 4.98], [-5.15, 5.65, 3.82], [2.78, 5.02, -1.25], [1.42, 4.41, -1.34], [1.66, 3.05, -1.05], [2.75, 3.04, -0.23], [3.09, 2.09, 0.45], [3.41, 4.24, -0.25], [0.94, 4.50, -2.59], [3.35, 4.94, -2.18], [2.74, 6.07, -0.95], [0.70, 4.81, -0.62], [-4.44, 1.34, 9.00], [-4.89, 0.47, 7.88], [-4.49, 1.18, 6.73], [-3.40, 1.90, 7.12], [-2.62, 2.42, 6.34], [-3.28, 1.94, 8.48], [-6.24, 0.35, 7.86], [-5.18, 2.11, 9.26], [-4.21, 0.76, 9.91], [-4.43, -0.53, 7.87], [7.31, 0.00, 1.24], [8.25, 0.14, 0.09], [9.49, 0.40, 0.72], [9.42, -0.23, 1.92], [10.38, -0.48, 2.63], [8.13, -0.57, 2.24], [7.93, 1.22, -0.66], [6.92, 0.96, 1.59], [6.47, -0.66, 1.00], [8.33, -0.75, -0.54], [-0.49, 2.36, -7.20], [0.45, 2.51, -8.34], [1.69, 2.76, -7.72], [1.62, 2.13, -6.52], [2.58, 1.89, -5.81], [0.33, 1.79, -6.20], [0.13, 3.58, -9.10], [-0.88, 3.32, -6.85], [-1.33, 1.70, -7.44], [0.53, 1.62, -8.98]], "mulliken_charge": [-0.23, -0.34, -0.24, 0.51, 0.29, -0.34, 0.52, -0.36, 0.01, -0.41, -0.22, -0.78, 0.39, -0.70, 0.07, -0.79, 0.16, -0.34, -0.39, -0.51, -0.18, -0.05, 0.19, 0.24, 0.03, 0.03, -0.31, -0.29, -0.63, -0.07, 0.22, -0.06, -0.06, -0.31, 0.29, -0.05, 0.10, 0.12, 0.25, 0.16, -0.02, 0.25, 0.29, 0.27, 0.19, -0.44, 0.24, 0.35, -0.03, 0.29, 0.33, 0.27, 0.27, 0.26, 0.29, 0.41, 0.03, 0.24, -0.30, 0.63, -0.55, -0.34, -0.30, 0.01, 0.29, 0.29, -0.47, 0.30, -0.05, 0.50, -0.52, -0.33, -0.28, 0.28, 0.29, 0.26, -0.44, 0.30, -0.24, 0.67, -0.56, -0.31, -0.28, 0.28, 0.27, 0.29, -0.18, 0.36, -0.31, 0.64, -0.56, -0.30, -0.29, 0.27, 0.08, 0.26, -0.47, 0.32, -0.32, 0.58, -0.50, -0.21, -0.30, 0.26, 0.30, 0.28]}

***

{"formula": "C6H16O2", "method": "wB97M-V/def2-TZVPD", "smiles": "C=C(CC)CC.O.O", "symbols": ["C", "C", "C", "C", "C", "C", "H", "H", "H", "H", "H", "H", "H", "H", "H", "H", "H", "H", "H", "H", "O", "H", "H", "O"], "coordinates": [[-2.05, 1.21, -0.61], [-1.53, -0.22, -0.63], [0.01, -0.21, -0.45], [0.85, -0.20, -1.48], [0.35, 0.08, 0.99], [1.71, -0.53, 1.39], [-2.07, 1.65, -1.61], [-1.42, 1.85, 0.02], [-2.92, 1.32, 0.02], [-2.03, -0.90, 0.07], [-1.77, -0.67, -1.61], [0.78, -0.58, -2.48], [1.86, 0.02, -1.15], [-0.29, -0.31, 1.80], [0.48, 1.18, 1.04], [2.22, -0.01, 2.18], [2.44, -0.56, 0.59], [1.76, -1.62, 1.59], [2.60, 2.53, 0.15], [1.84, 2.02, 1.29], [1.89, 2.79, 0.73], [-0.97, -2.71, -1.04], [-1.95, -2.95, 0.05], [-1.79, -3.21, -0.85]], "nbo_charge": [-0.62, -0.45, 0.05, -0.44, -0.48, -0.62, 0.22, 0.21, 0.22, 0.20, 0.21, 0.22, 0.18, 0.22, 0.23, 0.20, 0.20, 0.22, 0.47, 0.46, -0.92, 0.47, 0.46, -0.92]}

***

{"formula": "C12H28Cl2N4O4Zn", "method": "wB97M-V/def2-TZVPD", "symbols": ["Zn", "Cl", "Cl", "C", "C", "O", "N", "C", "H", "H", "H", "H", "H", "H", "H", "C", "C", "O", "N", "C", "H", "H", "H", "H", "H", "H", "H", "C", "C", "O", "N", "C", "H", "H", "H", "H", "H", "H", "H", "C", "C", "O", "N", "C", "H", "H", "H", "H", "H", "H", "H"], "coordinates": [[-1.19, 2.18, -0.22], [-3.13, 2.65, -3.13], [-1.31, 5.39, 1.17], [2.52, 4.55, -3.48], [2.61, 3.14, -3.01], [1.71, 2.67, -2.26], [3.64, 2.44, -3.43], [3.91, 1.03, -3.09], [3.46, 5.07, -3.26], [1.75, 5.11, -2.96], [2.35, 4.58, -4.56], [4.21, 2.78, -4.19], [3.10, 0.34, -3.31], [4.27, 0.82, -2.09], [4.71, 0.67, -3.75], [3.62, 1.40, 2.97], [2.34, 0.57, 2.90], [1.29, 0.95, 2.42], [2.46, -0.63, 3.47], [1.31, -1.57, 3.66], [3.54, 2.16, 3.74], [3.76, 1.82, 1.97], [4.53, 0.82, 3.11], [3.35, -0.89, 3.85], [1.13, -2.20, 2.79], [0.45, -0.93, 3.89], [1.38, -2.15, 4.58], [0.04, -3.72, -1.69], [-0.49, -2.37, -2.21], [-0.52, -1.36, -1.47], [-1.02, -2.31, -3.42], [-1.04, -3.32, -4.45], [0.12, -4.59, -2.34], [-0.73, -4.04, -0.99], [0.98, -3.58, -1.15], [-1.35, -1.39, -3.71], [-0.12, -3.89, -4.34], [-1.13, -2.87, -5.44], [-1.92, -3.94, -4.30], [-4.73, -1.72, 1.71], [-4.33, -0.47, 2.44], [-3.70, 0.46, 1.90], [-4.63, -0.40, 3.74], [-4.49, 0.79, 4.63], [-4.94, -1.34, 0.72], [-5.52, -2.33, 2.15], [-3.83, -2.34, 1.63], [-5.07, -1.22, 4.13], [-3.64, 1.41, 4.36], [-4.32, 0.47, 5.66], [-5.44, 1.31, 4.65]], "nbo_charge": [1.18, -0.60, -0.58, -0.71, 0.67, -0.67, -0.60, -0.42, 0.22, 0.26, 0.23, 0.40, 0.21, 0.21, 0.20, -0.71, 0.67, -0.65, -0.61, -0.43, 0.24, 0.24, 0.21, 0.39, 0.21, 0.23, 0.20, -0.73, 0.68, -0.67, -0.60, -0.41, 0.22, 0.24, 0.24, 0.42, 0.20, 0.22, 0.19, -0.71, 0.67, -0.68, -0.60, -0.42, 0.26, 0.22, 0.24, 0.38, 0.24, 0.20, 0.20]}

***

{"formula": "C8H8BNO", "method": "wB97M-V/def2-TZVPD", "smiles": "OB1CN=Cc2ccccc21", "symbols": ["B", "C", "C", "C", "C", "C", "C", "C", "C", "N", "O", "H", "H", "H", "H", "H", "H", "H", "H"], "coordinates": [[1.43, -1.09, 0.03], [-2.45, -0.89, -0.18], [-2.67, 0.45, 0.13], [-1.15, -1.37, -0.28], [-1.65, 1.30, 0.27], [-0.06, -0.50, 0.00], [-0.31, 0.86, 0.17], [0.84, 1.73, 0.31], [2.52, 0.41, -0.49], [2.06, 1.55, 0.10], [1.70, -2.25, 0.48], [-3.30, -1.49, -0.08], [-3.67, 0.62, 0.34], [-0.89, -2.30, -0.68], [-1.71, 2.40, 0.36], [0.63, 2.67, 0.77], [3.62, 0.25, -0.21], [2.48, 0.39, -1.53], [2.59, -2.74, 0.50]], "nbo_charge": [0.93, -0.20, -0.21, -0.17, -0.18, -0.35, -0.08, 0.09, -0.50, -0.39, -0.88, 0.21, 0.21, 0.21, 0.21, 0.16, 0.19, 0.22, 0.53]}

***

What LUMO values result from the calculations? In sequence: 1.44, 0.63, -3.79, 0.30 eV.
What E_tot values result from the calculations? In sequence: -3069.8155, -388.6139, -3693.6075, -464.4661 Ha.